# 1
18
Properties=species:S:1:pos:R:3:forces:R:3:nbo_charge:R:1 method="wB97M-V/def2-TZVPD" relative_energy_kcal_mol=59.40 e_lumo_ev=0.58 homo_lumo_gap_ev=9.74 max_force_ha_per_bohr=0.116 molar_mass_g_mol=110.16 e_homo_ha=-0.33666
C -0.3859 -0.3968 -0.3653 0.36 -0.44 -0.41 0.14
C -1.6355 -0.8130 -0.3158 0.42 -0.54 1.86 -0.29
C 1.7418 0.1673 0.7931 -2.16 0.98 -1.84 0.59
C 0.8663 0.0312 -0.5097 -0.73 -1.49 2.04 -0.20
C -2.7727 0.1340 -0.3940 -2.28 0.65 -0.84 -0.64
C 0.9883 0.2813 2.0507 -3.12 -1.46 0.65 -0.72
C 1.6378 -0.0311 -1.7516 2.03 5.61 -0.19 -0.64
O 2.9116 0.3545 0.6867 1.42 -0.25 0.20 -0.53
H -1.9880 -1.8334 0.0650 1.27 1.17 -0.92 0.23
H -3.1377 0.6595 0.5316 0.84 -0.66 -0.48 0.22
H -2.5697 0.9360 -1.1493 -0.40 -0.72 0.55 0.22
H -3.6722 -0.5010 -0.6952 0.95 1.16 -0.01 0.22
H -0.0776 0.6671 1.8307 1.70 -0.63 0.40 0.23
H 0.8522 -0.6889 2.6289 0.27 0.96 -0.95 0.25
H 1.4626 0.9436 2.7041 0.87 1.09 0.97 0.24
H 1.8578 -0.9661 -2.0404 0.43 -3.44 -1.33 0.22
H 1.2107 0.6180 -2.5863 0.44 -1.11 1.02 0.22
H 2.7102 0.4378 -1.4831 -2.34 -0.88 -0.72 0.24



# 2
119
Properties=species:S:1:pos:R:3:forces:R:3:mulliken_charge:R:1 method="wB97M-V/def2-TZVPD" relative_energy_kcal_mol=0.00 e_lumo_ev=-0.42 homo_lumo_gap_ev=6.94 max_force_ha_per_bohr=0.066 molar_mass_g_mol=1207.88 e_homo_ha=-0.27031
Cs 3.5575 -0.7654 -0.9607 -1.25 -1.41 1.59 1.82
C 0.9014 -1.4572 4.5311 -0.01 0.06 -0.07 -1.65
C 0.0227 -0.9008 3.4540 0.12 -0.07 0.02 0.17
C -0.9185 0.0319 3.7164 -0.10 0.02 0.10 -0.97
C -1.7661 0.5121 2.6794 -0.10 0.07 0.20 -0.18
N -1.6156 0.1089 1.4620 0.18 -0.14 -0.15 0.31
N -0.6677 -0.8159 1.1709 -0.14 0.11 -0.12 0.53
B -0.7121 -1.2540 -0.3054 0.05 -0.42 -0.08 -0.43
N -1.8442 -0.4896 -1.1241 0.02 0.15 0.09 0.38
N -3.1511 -0.2934 -1.0092 0.15 -0.15 -0.05 -0.06
C -3.7244 0.3625 -1.9912 -0.06 0.05 -0.02 -0.01
C -2.9954 0.7508 -3.1500 -0.19 0.08 -0.08 -0.52
C -1.6510 0.5632 -3.2508 0.30 0.06 -0.10 0.06
C -0.8209 0.8632 -4.4616 -0.06 -0.05 0.08 -1.41
C -1.0680 -0.0153 -2.1000 -0.14 -0.03 -0.07 0.10
S 0.5152 -0.4744 -1.6509 -0.82 0.40 -0.06 -0.83
C -5.1927 0.7435 -1.8006 0.03 0.03 -0.01 2.48
C -5.9653 -0.3941 -1.1307 0.01 -0.07 0.02 -1.50
C -5.8615 1.0840 -3.1350 -0.04 -0.03 -0.04 -2.30
C -5.2266 1.9887 -0.8971 0.06 0.01 0.03 -1.70
N -0.8420 -2.7816 -0.5201 0.02 0.02 0.02 0.48
N -2.0589 -3.1174 -0.0351 0.16 0.13 0.01 -0.35
C -2.4251 -4.3562 -0.0005 -0.13 -0.08 0.09 -0.21
C -1.5441 -5.3735 -0.4491 -0.06 -0.09 0.02 -0.52
C -0.3238 -5.0642 -0.9460 0.12 0.07 -0.08 0.25
C 0.6231 -6.1415 -1.3711 0.01 0.09 0.00 -1.79
C 0.0776 -3.6717 -1.0256 -0.19 0.18 0.00 0.83
S 1.5722 -3.2220 -1.6503 -0.46 -1.09 0.00 -0.52
C -3.8240 -4.6218 0.5629 0.09 0.00 0.01 2.60
C -3.8956 -4.0739 1.9965 0.06 -0.01 -0.01 -1.59
C -4.1405 -6.1173 0.5735 -0.01 -0.06 0.01 -2.42
C -4.8480 -3.8878 -0.3094 -0.04 -0.04 -0.05 -1.65
C 0.1733 -1.3775 2.0934 -0.11 -0.04 -0.06 0.90
S 1.2883 -2.5461 1.6664 -0.08 0.27 0.15 -0.10
C -2.9444 1.4638 2.9267 0.07 -0.04 -0.06 2.59
C -2.7652 2.7229 2.0685 0.09 -0.04 -0.04 -1.46
C -3.0414 1.8729 4.3964 0.03 0.06 0.04 -2.45
C -4.2374 0.7334 2.5281 0.05 -0.09 0.03 -1.60
H 0.5878 -1.0854 5.5078 0.03 -0.01 -0.06 0.42
H 1.9451 -1.1835 4.3579 -0.04 -0.03 -0.02 0.14
H 0.8682 -2.5475 4.5204 -0.01 0.03 0.00 0.36
H -1.0315 0.4072 4.7263 -0.01 -0.05 -0.07 0.53
H -3.5260 1.1923 -3.9854 0.05 -0.02 0.08 0.39
H -1.4130 1.3493 -5.2377 0.02 -0.04 0.06 0.41
H -0.4099 -0.0698 -4.8591 -0.03 0.05 0.02 0.34
H 0.0227 1.5027 -4.1998 -0.07 -0.02 -0.03 0.16
H -6.0387 -1.2595 -1.7970 0.02 0.05 0.08 0.39
H -6.9783 -0.0573 -0.8921 0.07 -0.03 -0.04 0.48
H -5.4779 -0.7128 -0.2085 -0.06 0.04 -0.06 0.16
H -5.7806 0.2599 -3.8522 -0.01 0.08 0.07 0.46
H -5.4416 1.9865 -3.5881 -0.05 -0.07 0.03 0.38
H -6.9231 1.2722 -2.9608 0.04 0.00 -0.02 0.44
H -4.7495 1.7824 0.0643 -0.08 0.04 -0.15 0.24
H -6.2622 2.2929 -0.7145 0.09 -0.02 -0.03 0.49
H -4.7011 2.8258 -1.3687 -0.03 -0.05 0.05 0.36
H -1.8407 -6.4122 -0.3826 0.03 0.05 -0.01 0.50
H 0.1396 -7.1187 -1.3183 0.04 0.08 0.00 0.39
H 1.5025 -6.1351 -0.7234 -0.01 0.01 -0.03 0.30
H 0.9870 -5.9599 -2.3817 0.00 0.00 -0.02 0.33
H -3.1667 -4.5761 2.6406 -0.06 0.05 -0.03 0.40
H -4.8950 -4.2383 2.4124 0.09 0.01 -0.05 0.45
H -3.6797 -3.0031 2.0058 -0.02 -0.06 0.00 0.15
H -3.4441 -6.6752 1.2088 -0.08 0.05 -0.06 0.46
H -4.1114 -6.5453 -0.4346 -0.02 0.04 0.11 0.44
H -5.1469 -6.2694 0.9705 0.05 0.00 -0.02 0.43
H -4.6071 -2.8258 -0.3577 0.00 -0.03 0.00 0.15
H -5.8536 -4.0049 0.1092 0.09 0.00 -0.04 0.45
H -4.8512 -4.2904 -1.3281 -0.01 0.05 0.07 0.42
H -1.9123 3.3061 2.4311 -0.07 -0.05 -0.05 0.46
H -3.6614 3.3487 2.1181 0.06 -0.03 0.01 0.42
H -2.5797 2.4531 1.0246 -0.05 0.03 0.09 -0.05
H -2.1463 2.4112 4.7258 -0.09 -0.05 -0.02 0.44
H -3.1910 1.0086 5.0514 0.00 0.09 -0.06 0.44
H -3.8972 2.5403 4.5267 0.05 -0.04 0.00 0.45
H -4.1536 0.3373 1.5142 0.00 0.02 0.06 0.01
H -5.0932 1.4151 2.5825 0.08 -0.06 0.01 0.42
H -4.4260 -0.1085 3.2037 0.01 0.07 -0.07 0.44
C 3.6838 3.6786 -2.0172 -0.03 -0.07 0.05 -1.06
C 2.2632 4.2194 -2.2193 0.02 -0.14 0.07 -1.16
S 0.9979 2.9254 -2.1615 0.03 -0.02 0.06 0.00
C -0.1540 3.4987 -0.8851 0.09 -0.02 -0.03 0.14
C 0.4352 3.8289 0.4804 -0.03 -0.13 0.00 -1.35
S 1.1869 2.4049 1.3148 0.08 0.05 0.00 0.43
C 2.7523 3.1514 1.8616 -0.07 -0.09 -0.12 -1.11
C 3.6386 3.7523 0.7681 -0.09 -0.14 0.01 -1.20
S 3.9531 2.5935 -0.5925 -0.07 0.57 0.22 0.34
H 4.3747 4.5205 -1.9447 0.03 0.00 -0.09 0.50
H 3.9812 3.0701 -2.8729 0.00 0.00 0.03 0.33
H 2.2119 4.6889 -3.1996 0.04 0.11 -0.04 0.62
H 2.0106 4.9830 -1.4836 0.03 0.00 0.00 0.41
H -0.8639 2.6698 -0.7946 -0.02 0.06 0.01 -0.75
H -0.7002 4.3656 -1.2603 -0.07 0.02 0.04 0.69
H -0.3559 4.2283 1.1146 -0.05 0.06 -0.03 0.58
H 1.1966 4.6004 0.3924 -0.05 0.04 0.00 0.46
H 3.2743 2.3298 2.3568 0.03 0.03 0.01 0.28
H 2.5333 3.9058 2.6159 0.06 0.04 0.09 0.49
H 4.5965 4.0223 1.2138 -0.01 0.08 0.08 0.62
H 3.2028 4.6679 0.3669 0.02 -0.02 0.04 0.42
Br 4.3650 -0.8232 2.3647 0.12 0.08 0.46 -0.03
C 5.8928 -1.9339 2.0005 -0.07 0.14 -0.10 -0.34
Br 5.6286 -3.0335 0.4386 0.34 -0.37 0.19 -0.13
H 6.0581 -2.5802 2.8471 -0.05 -0.10 0.09 0.43
H 6.7228 -1.2706 1.8181 0.12 0.03 -0.04 0.15
O 5.8262 1.2664 -4.2576 -0.10 -0.11 0.30 -0.79
C 5.7492 1.0264 -3.0514 -0.22 0.08 -0.16 -0.41
O 4.7190 0.6598 -2.3853 1.95 1.62 -2.24 -0.45
C 7.0070 1.2501 -2.2117 -0.06 0.02 0.13 0.13
C 8.1722 1.6669 -2.8393 0.12 0.03 -0.04 -0.67
C 9.2945 2.0179 -2.1003 -0.04 -0.04 -0.01 -0.59
C 9.2491 1.9845 -0.7181 0.06 0.06 0.11 -0.62
C 8.0851 1.5509 -0.1017 -0.17 0.17 -0.05 -0.19
C 6.9680 1.1536 -0.8234 -0.09 0.04 0.08 0.65
N 8.0557 1.5570 1.3745 0.70 -0.92 -0.03 1.06
O 8.9706 2.1030 1.9618 -0.37 0.24 -0.10 -0.62
O 7.1937 0.8973 1.9345 -0.23 0.36 -0.13 -0.65
H 8.1678 1.7275 -3.9210 -0.03 0.01 0.06 0.52
H 10.1985 2.3421 -2.5982 0.01 -0.01 0.00 0.39
H 10.0901 2.2896 -0.1110 -0.04 -0.02 -0.04 0.50
H 6.0446 0.8408 -0.3381 0.43 0.14 -0.03 0.65



# 3
13
Properties=species:S:1:pos:R:3:forces:R:3:nbo_charge:R:1 method="wB97M-V/def2-TZVPD" relative_energy_kcal_mol=21.79 e_lumo_ev=0.60 homo_lumo_gap_ev=10.17 max_force_ha_per_bohr=0.044 molar_mass_g_mol=89.09 e_homo_ha=-0.35185
O -0.7169 1.2746 -1.0582 0.74 0.29 -0.66 -0.60
C 0.1054 0.7595 -0.3424 -1.80 -0.28 0.59 0.76
O 1.2052 1.3651 0.1008 0.71 -0.22 -0.26 -0.68
C -0.2849 -0.5204 0.3754 -0.07 0.34 2.23 -0.17
C -1.0436 -1.4914 -0.4894 -1.16 -0.42 0.42 -0.62
N 0.6804 -1.1627 1.2848 0.59 -0.01 -1.02 -0.81
H 1.3317 2.1491 -0.4488 -0.06 0.28 0.05 0.50
H -0.9966 -0.1161 1.1159 -0.16 0.08 -0.41 0.22
H -2.1071 -1.2398 -0.5323 0.23 0.83 -0.66 0.23
H -0.6226 -1.5664 -1.4884 -0.12 -0.46 0.03 0.22
H -1.2197 -2.4270 0.0573 1.15 -0.18 -0.34 0.23
H 1.5031 -1.3779 0.7330 0.21 -0.37 0.12 0.35
H 1.0230 -0.5211 1.9929 -0.26 0.14 -0.10 0.36



# 4
17
Properties=species:S:1:pos:R:3:forces:R:3:nbo_charge:R:1 method="wB97M-V/def2-TZVPD" relative_energy_kcal_mol=9.55 e_lumo_ev=0.84 homo_lumo_gap_ev=10.38 max_force_ha_per_bohr=0.021 molar_mass_g_mol=93.13 e_homo_ha=-0.35030
C 1.9548 -0.1867 0.7776 -0.74 0.22 -0.75 -0.21
C 0.4246 -0.1691 0.8827 0.26 -0.64 0.51 -0.44
C -0.2404 -0.9671 -0.2230 0.59 -0.19 -0.07 -0.05
O -1.6080 -0.6507 -0.3933 -0.42 0.01 -0.17 -0.74
N 2.5623 0.6749 1.7816 -0.17 -0.08 0.25 -0.83
H 2.2787 -1.2333 0.8053 0.15 0.06 0.14 0.17
H 2.1803 0.1971 -0.2307 0.24 -0.12 0.25 0.18
H 0.1505 -0.6175 1.8522 -0.07 0.23 -0.12 0.19
H 0.0516 0.8477 0.8632 0.03 0.39 -0.06 0.21
H 0.2863 -0.7687 -1.1676 -0.30 0.00 0.08 0.17
H -0.1342 -2.0427 -0.0141 -0.06 0.17 -0.08 0.16
H -1.9396 -0.1942 0.3841 0.10 -0.05 0.12 0.47
H 1.9255 0.7980 2.5655 0.26 -0.06 -0.10 0.35
H 3.4201 0.2785 2.1388 0.03 0.07 0.03 0.36
H -2.7131 0.5224 -1.8523 0.27 -0.13 -0.02 0.48
H -2.4694 0.7945 -3.3441 -0.09 0.10 0.35 0.47
O -2.7041 1.2262 -2.5104 -0.06 0.02 -0.37 -0.95